Entry 1:
{"formula": "C44H54AsN2Pt", "method": "ωB97M-V with the def2-TZVPD basis set", "symbols": ["Pt", "C", "C", "C", "C", "C", "H", "H", "H", "H", "H", "C", "C", "C", "C", "C", "C", "C", "C", "C", "C", "C", "C", "N", "C", "C", "N", "C", "C", "C", "C", "C", "C", "C", "C", "C", "C", "C", "C", "C", "C", "C", "C", "C", "C", "C", "C", "C", "C", "H", "H", "H", "H", "H", "H", "H", "H", "H", "H", "H", "H", "H", "H", "H", "H", "H", "H", "H", "H", "H", "H", "H", "H", "H", "H", "H", "H", "H", "H", "H", "H", "H", "H", "H", "H", "H", "H", "H", "H", "C", "As", "C", "C", "H", "H", "H", "H", "H", "H", "H", "H", "H"], "coordinates": [[-0.142, 0.404, 0.822], [2.108, -1.095, 1.205], [1.706, 0.179, 1.860], [1.774, 1.224, 0.893], [1.701, 0.542, -0.356], [2.094, -0.875, -0.123], [2.258, -2.035, 1.708], [1.660, 0.336, 2.927], [1.847, 2.287, 1.069], [1.691, 1.031, -1.319], [2.228, -1.613, -0.899], [-1.224, -2.329, -3.774], [-0.266, -2.381, -2.581], [1.113, -2.835, -3.069], [-0.785, -3.298, -1.488], [-0.739, -4.666, -1.725], [-1.126, -5.576, -0.765], [-1.541, -5.110, 0.468], [-1.622, -3.753, 0.761], [-2.086, -3.431, 2.162], [-3.289, -2.496, 2.241], [-0.902, -3.013, 3.029], [-1.278, -2.839, -0.254], [-1.453, -1.403, -0.160], [-2.486, -0.904, -0.785], [-2.545, 0.588, -1.092], [-1.526, 1.347, -0.839], [-1.373, 2.534, -1.637], [-1.282, 3.804, -1.059], [-1.200, 4.912, -1.895], [-1.153, 4.777, -3.268], [-1.164, 3.510, -3.820], [-1.276, 2.370, -3.035], [-1.208, 1.036, -3.756], [0.186, 0.848, -4.365], [-2.288, 0.906, -4.831], [-1.297, 4.045, 0.432], [-0.103, 4.902, 0.856], [-2.607, 4.705, 0.868], [-3.809, 0.828, -1.804], [-4.436, 1.954, -2.273], [-5.706, 1.811, -2.877], [-6.312, 0.587, -3.021], [-5.684, -0.588, -2.543], [-6.181, -1.912, -2.623], [-5.453, -2.958, -2.116], [-4.196, -2.773, -1.493], [-3.695, -1.499, -1.394], [-4.441, -0.426, -1.930], [-0.788, -1.751, -4.589], [-2.187, -1.891, -3.520], [-1.408, -3.336, -4.151], [-0.157, -1.377, -2.166], [1.037, -3.720, -3.700], [1.780, -3.083, -2.243], [1.576, -2.052, -3.668], [-0.387, -5.020, -2.684], [-1.086, -6.637, -0.964], [-1.817, -5.818, 1.239], [-2.429, -4.389, 2.562], [-3.036, -1.475, 1.959], [-3.684, -2.481, 3.257], [-4.092, -2.838, 1.586], [-0.465, -2.071, 2.686], [-0.123, -3.775, 2.987], [-1.205, -2.905, 4.068], [-1.169, 5.901, -1.458], [-1.089, 5.649, -3.903], [-1.084, 3.401, -4.892], [-1.353, 0.227, -3.042], [0.369, 1.580, -5.152], [0.280, -0.144, -4.811], [0.969, 0.964, -3.617], [-2.221, 1.715, -5.559], [-3.292, 0.922, -4.406], [-2.166, -0.027, -5.375], [-1.205, 3.071, 0.922], [-0.185, 5.913, 0.458], [0.837, 4.481, 0.497], [-0.051, 5.000, 1.940], [-2.655, 5.731, 0.502], [-2.685, 4.739, 1.956], [-3.480, 4.179, 0.479], [-3.979, 2.932, -2.206], [-6.204, 2.695, -3.248], [-7.278, 0.517, -3.503], [-7.138, -2.096, -3.092], [-5.846, -3.962, -2.193], [-3.656, -3.632, -1.122], [-2.033, 0.094, 4.311], [-1.549, 1.066, 2.701], [-3.324, 1.642, 2.154], [-0.761, 2.602, 3.593], [-2.494, 0.818, 4.985], [-1.147, -0.326, 4.783], [-2.736, -0.696, 4.094], [-3.797, 2.224, 2.944], [-3.923, 0.752, 1.964], [-3.273, 2.231, 1.245], [-1.540, 3.227, 4.028], [-0.155, 3.182, 2.904], [-0.122, 2.226, 4.392]], "e_above_lowest_ev": 0.394, "charge": 1, "orbital_gap_ev": 6.394, "mol_weight_g_mol": 880.9, "e_homo_ev": -9.97, "e_lumo_ha": -0.1315}


Entry 2:
{"formula": "C44H54BCl3N9O3RbS3", "method": "ωB97M-V with the def2-TZVPD basis set", "symbols": ["Rb", "O", "C", "C", "C", "C", "C", "C", "C", "N", "C", "C", "N", "C", "C", "C", "C", "C", "C", "C", "O", "H", "H", "H", "H", "H", "H", "H", "H", "H", "H", "H", "H", "H", "H", "C", "C", "C", "C", "N", "C", "C", "N", "B", "N", "C", "C", "N", "C", "S", "C", "C", "C", "C", "N", "C", "C", "N", "C", "S", "C", "C", "C", "C", "C", "S", "H", "H", "H", "H", "H", "H", "H", "H", "H", "H", "H", "H", "H", "H", "H", "H", "H", "H", "H", "H", "H", "H", "H", "H", "H", "H", "H", "H", "H", "H", "H", "H", "H", "H", "Cl", "C", "Cl", "H", "H", "O", "C", "Cl", "C", "C", "C", "C", "N", "C", "H", "H", "H", "H"], "coordinates": [[6.975, -3.097, 26.262], [4.090, -3.662, 25.856], [3.534, -3.547, 27.029], [2.479, -2.673, 27.327], [1.919, -2.618, 28.630], [2.402, -3.430, 29.625], [3.432, -4.329, 29.391], [4.016, -4.365, 28.116], [4.896, -5.449, 27.630], [6.042, -5.801, 28.117], [6.573, -5.108, 29.303], [8.028, -5.445, 29.527], [8.863, -5.296, 28.303], [9.577, -4.199, 28.188], [9.799, -3.016, 28.979], [10.362, -3.141, 30.229], [10.830, -2.000, 30.888], [10.630, -0.769, 30.272], [9.997, -0.619, 29.062], [9.543, -1.735, 28.317], [9.147, -1.604, 27.133], [2.050, -2.137, 26.510], [1.071, -2.017, 28.878], [1.950, -3.494, 30.519], [3.789, -4.971, 30.220], [4.439, -5.942, 26.741], [6.002, -5.405, 30.117], [6.517, -4.033, 29.290], [8.226, -6.451, 30.009], [8.335, -4.770, 30.328], [9.923, -4.013, 27.149], [10.489, -4.050, 30.744], [11.179, -1.972, 31.906], [11.176, 0.133, 30.694], [9.847, 0.371, 28.660], [7.894, -6.794, 17.345], [8.333, -5.581, 16.612], [7.143, -4.782, 16.088], [9.221, -6.111, 15.422], [9.223, -4.850, 17.579], [9.648, -5.283, 18.797], [10.555, -4.369, 19.283], [10.519, -3.301, 18.416], [11.306, -1.930, 18.632], [11.562, -1.697, 20.223], [12.727, -0.994, 20.456], [12.690, -0.556, 21.724], [11.592, -1.090, 22.324], [10.823, -1.782, 21.367], [9.411, -2.594, 21.717], [11.330, -0.984, 23.804], [12.266, 0.101, 24.423], [11.648, -2.273, 24.519], [9.895, -0.512, 24.166], [10.453, -0.692, 18.191], [9.180, -0.422, 18.684], [8.660, 0.563, 17.877], [9.679, 0.939, 16.881], [10.754, 0.137, 17.190], [12.260, 0.222, 16.416], [9.651, 1.949, 15.832], [9.786, 1.233, 14.505], [8.290, 2.671, 15.913], [10.674, 3.092, 15.999], [9.822, -3.621, 17.330], [9.577, -2.700, 15.927], [7.196, -7.437, 16.820], [7.445, -6.543, 18.324], [8.734, -7.479, 17.552], [6.518, -5.555, 15.631], [7.474, -4.017, 15.416], [6.428, -4.445, 16.902], [8.828, -6.923, 14.873], [10.172, -6.517, 15.858], [9.461, -5.323, 14.727], [9.332, -6.151, 19.292], [11.125, -4.348, 20.159], [12.367, -1.880, 18.039], [13.487, -0.783, 19.730], [13.389, 0.021, 22.364], [13.335, -0.142, 24.421], [12.052, 0.107, 25.478], [12.088, 1.052, 23.958], [12.718, -2.619, 24.411], [11.077, -3.072, 24.114], [11.320, -2.221, 25.550], [9.651, 0.490, 23.673], [9.700, -0.481, 25.234], [9.081, -1.203, 23.846], [8.802, -0.966, 19.527], [7.743, 1.109, 17.965], [8.862, 0.697, 14.349], [10.532, 0.453, 14.322], [9.730, 2.005, 13.709], [7.477, 1.930, 15.952], [8.315, 3.297, 15.021], [8.171, 3.300, 16.743], [11.682, 2.873, 15.744], [10.668, 3.489, 17.015], [10.265, 3.853, 15.318], [3.219, -6.445, 22.537], [2.793, -5.821, 24.190], [2.583, -7.125, 25.370], [1.830, -5.345, 24.039], [3.584, -5.155, 24.491], [6.431, -5.108, 22.168], [6.176, -4.058, 21.902], [2.264, 0.285, 25.105], [3.902, 0.468, 25.605], [4.308, 1.503, 26.394], [5.591, 1.481, 26.873], [6.498, 0.567, 26.300], [6.118, -0.313, 25.438], [4.793, -0.415, 25.098], [3.556, 2.215, 26.767], [5.941, 2.152, 27.594], [7.499, 0.603, 26.693], [4.474, -1.163, 24.372]], "charge": -2, "orbital_gap_ev": 5.857, "mol_weight_g_mol": 1055.8, "e_homo_ev": -2.50, "e_lumo_ha": 0.1235}


Entry 3:
{"formula": "C44H54BKN10OS8", "method": "ωB97M-V with the def2-TZVPD basis set", "symbols": ["K", "C", "C", "C", "C", "N", "N", "B", "N", "N", "C", "C", "C", "C", "C", "S", "C", "C", "C", "C", "N", "N", "C", "C", "C", "C", "C", "S", "C", "C", "C", "C", "C", "S", "C", "C", "C", "C", "H", "H", "H", "H", "H", "H", "H", "H", "H", "H", "H", "H", "H", "H", "H", "H", "H", "H", "H", "H", "H", "H", "H", "H", "H", "H", "H", "H", "H", "H", "H", "H", "H", "H", "H", "H", "H", "H", "H", "C", "C", "N", "N", "C", "O", "C", "C", "C", "C", "C", "C", "C", "C", "C", "C", "C", "N", "H", "H", "H", "H", "H", "H", "H", "H", "H", "H", "H", "H", "S", "C", "S", "C", "C", "S", "S", "S", "N", "H", "H", "H"], "coordinates": [[-2.234, -1.458, -0.564], [-1.454, 2.243, -3.789], [-0.756, 2.206, -2.472], [-0.695, 3.276, -1.663], [-0.084, 3.200, -0.361], [0.469, 2.122, 0.047], [0.450, 1.017, -0.765], [1.253, -0.042, -0.146], [1.694, 0.163, 1.282], [3.039, 0.241, 1.346], [3.606, 0.394, 2.494], [2.820, 0.464, 3.689], [1.475, 0.388, 3.634], [0.620, 0.411, 4.857], [0.825, 0.240, 2.337], [-0.808, 0.155, 2.121], [5.132, 0.484, 2.456], [5.686, -0.775, 1.779], [5.528, 1.715, 1.631], [5.723, 0.607, 3.858], [2.153, -0.904, -0.968], [3.045, -0.354, -1.815], [3.768, -1.194, -2.483], [3.624, -2.617, -2.319], [2.725, -3.149, -1.463], [2.451, -4.602, -1.297], [1.915, -2.200, -0.738], [0.612, -2.471, 0.257], [4.787, -0.636, -3.463], [6.192, -1.031, -2.986], [4.521, -1.226, -4.854], [4.691, 0.885, -3.542], [-0.180, 0.943, -1.999], [-0.302, -0.460, -2.863], [-0.102, 4.369, 0.618], [0.136, 5.691, -0.120], [0.977, 4.188, 1.686], [-1.478, 4.393, 1.299], [-1.644, 3.277, -4.082], [-2.408, 1.710, -3.730], [-0.864, 1.739, -4.554], [-1.155, 4.205, -1.976], [3.308, 0.553, 4.651], [1.216, 0.659, 5.737], [0.151, -0.566, 4.996], [-0.199, 1.121, 4.741], [5.273, -0.881, 0.775], [5.424, -1.672, 2.344], [6.776, -0.716, 1.708], [5.095, 1.656, 0.632], [6.617, 1.775, 1.542], [5.170, 2.633, 2.103], [5.474, -0.255, 4.481], [5.376, 1.509, 4.367], [6.812, 0.662, 3.788], [4.219, -3.279, -2.936], [3.134, -5.197, -1.903], [1.410, -4.810, -1.593], [2.538, -4.887, -0.246], [6.320, -2.115, -2.966], [6.378, -0.650, -1.979], [6.947, -0.614, -3.657], [4.647, -2.310, -4.871], [5.218, -0.798, -5.578], [3.504, -1.002, -5.180], [4.862, 1.348, -2.570], [3.702, 1.200, -3.880], [5.440, 1.253, -4.247], [1.040, 5.648, -0.735], [0.259, 6.496, 0.608], [-0.704, 5.958, -0.763], [1.977, 4.188, 1.245], [0.850, 3.246, 2.221], [0.908, 5.012, 2.402], [-2.291, 4.446, 0.574], [-1.551, 5.262, 1.960], [-1.624, 3.485, 1.889], [-5.792, -1.417, 2.789], [-4.631, -1.730, 1.893], [-4.056, -0.884, 1.131], [-4.520, 0.423, 1.126], [-3.842, 1.165, 0.269], [-2.893, 0.855, -0.512], [-4.344, 2.593, 0.186], [-5.096, 3.194, 1.193], [-5.516, 4.511, 1.067], [-5.216, 5.240, -0.080], [-4.488, 4.639, -1.098], [-4.050, 3.327, -0.958], [-4.079, -3.125, 1.856], [-4.754, -4.201, 2.416], [-4.223, -5.479, 2.288], [-3.008, -5.646, 1.654], [-2.370, -4.508, 1.170], [-2.893, -3.291, 1.254], [-5.923, -0.340, 2.843], [-5.630, -1.825, 3.791], [-6.711, -1.859, 2.393], [-5.329, 2.609, 2.073], [-6.090, 4.970, 1.864], [-5.556, 6.264, -0.181], [-4.263, 5.190, -2.005], [-3.484, 2.838, -1.740], [-5.713, -4.052, 2.895], [-4.769, -6.335, 2.664], [-2.571, -6.624, 1.505], [-1.416, -4.579, 0.659], [-4.329, -9.241, -0.859], [-3.966, -7.633, -1.264], [-5.094, -6.363, -1.314], [-4.054, -5.011, -1.721], [-2.745, -5.361, -1.891], [-1.370, -4.329, -2.209], [-2.415, -7.064, -1.661], [-4.804, -3.439, -1.789], [-4.342, 0.358, -3.150], [-4.064, -0.565, -3.480], [-3.749, 0.540, -2.338], [-5.272, 0.217, -2.768]], "e_above_lowest_ev": 0.000, "charge": -2, "orbital_gap_ev": 3.509, "mol_weight_g_mol": 1045.4, "e_homo_ev": -0.35, "e_lumo_ha": 0.1160}


Entry 4:
{"formula": "C44H54EuF5I2N3O8P2STe2", "method": "ωB97M-V with the def2-TZVPD basis set", "symbols": ["Eu", "I", "C", "C", "C", "I", "C", "C", "C", "C", "N", "C", "C", "O", "H", "H", "H", "H", "O", "H", "H", "F", "C", "C", "C", "F", "C", "F", "C", "F", "C", "F", "C", "P", "C", "C", "O", "H", "H", "H", "H", "H", "H", "H", "H", "H", "C", "C", "O", "P", "O", "Te", "O", "C", "C", "H", "H", "H", "H", "H", "H", "H", "H", "H", "H", "S", "C", "N", "C", "C", "O", "N", "Te", "C", "C", "C", "C", "C", "C", "C", "C", "C", "C", "C", "C", "C", "C", "C", "C", "C", "C", "H", "H", "H", "H", "H", "H", "H", "H", "H", "H", "H", "H", "H", "H", "H", "H", "H", "H", "H", "H", "H", "H", "H", "H", "H", "C", "O", "H", "H", "H", "H"], "coordinates": [[-0.741, 1.095, 0.100], [-4.813, -1.745, 2.262], [-4.479, 0.321, 2.511], [-4.990, 0.967, 3.629], [-4.839, 2.296, 3.897], [-5.914, 3.246, 5.389], [-3.949, 3.024, 3.054], [-3.568, 4.354, 3.356], [-2.584, 4.934, 2.598], [-1.969, 4.208, 1.593], [-2.309, 2.962, 1.315], [-3.284, 2.386, 2.032], [-3.623, 0.999, 1.662], [-3.161, 0.573, 0.558], [-5.595, 0.408, 4.322], [-4.081, 4.880, 4.151], [-2.305, 5.959, 2.775], [-1.224, 4.606, 0.927], [-4.503, -0.671, -1.733], [-4.295, -0.566, -0.798], [-3.792, -0.153, -2.096], [0.715, 3.510, -0.083], [1.537, 3.202, 1.000], [1.548, 1.902, 1.489], [2.470, 1.795, 2.530], [2.660, 0.599, 3.133], [3.290, 2.806, 2.975], [4.226, 2.623, 3.922], [3.157, 4.081, 2.437], [3.971, 5.086, 2.835], [2.262, 4.292, 1.431], [2.090, 5.515, 0.910], [2.877, 3.165, -2.845], [2.354, 1.447, -2.896], [3.829, 0.521, -3.315], [1.390, 1.394, -4.418], [1.654, 0.960, -1.678], [3.419, 3.443, -3.742], [3.497, 3.354, -1.967], [1.975, 3.779, -2.728], [4.230, 0.936, -4.238], [3.543, -0.506, -3.428], [4.546, 0.641, -2.517], [1.999, 1.099, -5.255], [0.943, 2.389, -4.598], [0.566, 0.696, -4.267], [-3.193, 1.579, -6.651], [-3.322, 2.573, -5.534], [-2.557, 2.069, -4.417], [-2.344, 2.864, -3.038], [-1.929, 1.829, -2.035], [-0.923, 4.775, -3.279], [-3.904, 3.363, -2.801], [-4.204, 3.454, -1.358], [-4.503, 4.864, -0.937], [-3.623, 1.976, -7.561], [-3.626, 0.604, -6.409], [-2.139, 1.424, -6.873], [-4.394, 2.681, -5.261], [-2.908, 3.539, -5.843], [-3.326, 3.109, -0.821], [-5.005, 2.741, -1.140], [-3.647, 5.500, -1.032], [-4.820, 4.829, 0.107], [-5.307, 5.324, -1.504], [-0.769, -1.565, 4.864], [-0.824, -1.052, 3.302], [-0.835, -0.712, 2.192], [-1.306, -1.484, -3.096], [-0.067, -1.904, -2.279], [0.876, -2.493, -2.814], [-0.184, -1.494, -0.987], [1.312, -1.771, 0.238], [2.902, -2.902, -0.679], [4.129, -2.253, -0.616], [4.371, -0.898, -0.012], [5.260, -2.886, -1.178], [5.157, -4.148, -1.744], [6.350, -4.854, -2.275], [3.911, -4.777, -1.749], [2.781, -4.187, -1.206], [1.501, -4.968, -1.262], [0.649, -3.379, 1.525], [1.572, -3.780, 2.500], [2.892, -3.099, 2.778], [1.242, -4.839, 3.346], [-0.005, -5.464, 3.313], [-0.412, -6.458, 4.360], [-0.906, -4.996, 2.380], [-0.621, -3.994, 1.467], [-1.716, -3.599, 0.525], [-1.378, -2.026, -4.034], [-1.226, -0.408, -3.328], [-2.233, -1.627, -2.514], [3.652, -0.142, -0.360], [5.390, -0.511, -0.174], [4.242, -0.906, 1.057], [6.193, -2.351, -1.099], [7.209, -4.187, -2.470], [6.142, -5.390, -3.204], [6.736, -5.617, -1.595], [3.823, -5.777, -2.183], [1.337, -5.312, -2.297], [0.632, -4.371, -0.990], [1.563, -5.842, -0.592], [2.737, -2.037, 2.841], [3.310, -3.440, 3.708], [3.634, -3.273, 2.000], [1.962, -5.138, 4.116], [0.440, -6.897, 4.847], [-1.004, -7.274, 3.947], [-1.026, -5.959, 5.125], [-1.891, -5.477, 2.311], [-2.621, -4.181, 0.725], [-1.446, -3.810, -0.504], [-1.936, -2.530, 0.558], [-0.838, 3.081, 5.357], [-0.308, 2.105, 4.507], [-0.511, 4.044, 4.995], [-0.468, 2.966, 6.373], [-1.942, 3.138, 5.376], [-0.490, 1.200, 4.804]], "charge": -2, "orbital_gap_ev": [5.319, 6.199], "mol_weight_g_mol": 1602.9, "e_homo_ev": [-1.97, -2.85], "s2": 15.76, "e_lumo_ha": [0.1231, 0.1231], "multiplicity": 8}


| no. | E (eV) |
| --- | --- |
| 1 | -113565.1407 |
| 2 | -137466.2848 |
| 3 | -167142.2950 |
| 4 | -160479.9612 |